Entry 1:
78
Properties=species:S:1:pos:R:3 method="wB97M-V/def2-TZVPD" homo_energy_ha=-0.10765 lumo_energy_ev=0.947 spin_multiplicity=1 homo_lumo_gap_ev=3.88 charge=-1
C 1.480 1.160 -5.420
C 0.569 2.166 -4.768
O 0.353 1.766 -3.397
C -0.457 2.639 -2.748
C -0.631 2.303 -1.321
N -1.304 3.127 -0.603
C -1.461 3.277 0.674
C -2.291 4.325 1.206
C -2.161 4.735 2.554
C -3.017 5.696 3.076
C -4.018 6.253 2.266
Cl -5.115 7.382 2.937
C -4.132 5.888 0.913
C -3.245 4.952 0.380
O -0.974 3.603 -3.287
H 1.701 1.491 -6.438
H 2.424 1.052 -4.874
H 1.013 0.168 -5.472
H 1.012 3.169 -4.766
H -0.402 2.212 -5.271
H -0.254 1.338 -0.972
H -0.923 2.644 1.396
H -1.369 4.300 3.166
H -2.920 6.024 4.108
H -4.911 6.331 0.303
H -3.294 4.672 -0.671
C 1.159 -3.094 -6.317
N 1.650 -3.456 -5.001
C 1.687 -4.890 -4.791
C 1.531 -2.575 -3.915
C 0.322 -2.465 -3.202
C 0.216 -1.585 -2.142
C 1.314 -0.785 -1.747
C 1.245 0.058 -0.587
C 0.916 -0.416 0.707
C 1.089 0.439 1.840
C 0.843 0.039 3.132
C 0.987 0.967 4.265
C 0.827 2.360 4.066
C 0.868 3.249 5.141
C 1.140 2.784 6.433
C 1.367 1.417 6.638
C 1.280 0.526 5.571
C 0.388 -1.353 3.382
O 0.223 -1.783 4.539
C 0.110 -2.205 2.201
C -0.501 -3.533 2.369
C -1.317 -4.072 1.341
C -1.927 -5.318 1.490
C -1.714 -6.074 2.648
C -0.894 -5.565 3.664
C -0.305 -4.310 3.526
C 0.430 -1.738 0.950
C 2.507 -0.868 -2.507
C 2.629 -1.763 -3.546
H 1.217 -2.010 -6.470
H 1.773 -3.605 -7.070
H 0.114 -3.420 -6.455
H 2.133 -5.122 -3.817
H 0.678 -5.328 -4.841
H 2.293 -5.338 -5.588
H -0.534 -3.063 -3.524
H -0.731 -1.471 -1.614
H 1.736 1.030 -0.657
H 1.466 1.447 1.657
H 0.653 2.745 3.061
H 0.692 4.310 4.960
H 1.179 3.481 7.270
H 1.610 1.042 7.631
H 1.411 -0.537 5.756
H -1.492 -3.492 0.433
H -2.570 -5.696 0.695
H -2.183 -7.052 2.756
H -0.711 -6.144 4.568
H 0.297 -3.906 4.338
H 0.317 -2.420 0.109
H 3.350 -0.244 -2.213
H 3.560 -1.869 -4.106


Entry 2:
82
Properties=species:S:1:pos:R:3 method="wB97M-V/def2-TZVPD" homo_energy_ha=-0.05461 lumo_energy_ev=3.911 spin_multiplicity=1 homo_lumo_gap_ev=5.40 de_lowest_kcal_mol=0.7 charge=-2
Zn 3.587 0.259 -1.636
C 0.739 2.457 -4.169
C 1.399 1.935 -2.898
O 2.247 1.018 -3.063
C 1.014 2.521 -1.691
C 1.578 2.258 -0.406
C 1.003 3.011 0.770
N 2.529 1.395 -0.209
N 2.917 1.210 1.116
C 3.958 0.411 1.179
O 4.590 -0.113 0.210
C 4.425 0.078 2.569
C 3.797 0.582 3.707
C 4.245 0.232 4.972
C 5.327 -0.630 5.120
C 5.955 -1.135 3.990
C 5.506 -0.784 2.723
H 0.793 1.685 -4.936
H 1.281 3.337 -4.522
H -0.303 2.743 -4.002
H 0.264 3.301 -1.741
H 0.155 3.622 0.455
H 1.765 3.653 1.215
H 0.698 2.316 1.554
H 2.954 1.246 3.569
H 3.745 0.628 5.849
H 5.676 -0.904 6.109
H 6.797 -1.811 4.096
H 5.971 -1.167 1.824
S 6.543 3.584 -3.276
C 5.727 2.220 -2.852
N 5.175 1.235 -2.563
Cl 3.086 -1.982 -2.027
C -0.995 0.283 0.223
P 0.276 -0.725 -0.725
C 0.496 -2.126 0.445
C -0.396 -3.172 0.673
C -0.119 -4.149 1.618
C 1.056 -4.087 2.357
C 1.954 -3.053 2.138
C 1.680 -2.086 1.180
C -0.682 -1.414 -2.123
C -0.507 -2.720 -2.578
C -1.118 -3.150 -3.749
C -1.894 -2.278 -4.499
C -2.038 -0.962 -4.078
C -1.431 -0.537 -2.909
P -2.510 -0.446 0.967
C -3.658 -0.518 -0.474
C -4.084 -1.763 -0.925
C -4.919 -1.875 -2.030
C -5.345 -0.735 -2.692
C -4.930 0.516 -2.250
C -4.094 0.622 -1.150
C -3.246 1.022 1.809
C -2.554 2.206 2.054
C -3.148 3.247 2.760
C -4.446 3.126 3.230
C -5.150 1.951 2.990
C -4.552 0.913 2.295
H -1.218 1.164 -0.389
H -0.382 0.651 1.053
H -1.314 -3.229 0.100
H -0.823 -4.957 1.781
H 1.273 -4.850 3.095
H 2.883 -3.004 2.693
H 2.401 -1.299 0.980
H 0.142 -3.394 -2.033
H -0.961 -4.168 -4.088
H -2.362 -2.612 -5.418
H -2.615 -0.260 -4.668
H -1.525 0.501 -2.610
H -3.742 -2.657 -0.415
H -5.217 -2.855 -2.382
H -5.988 -0.819 -3.560
H -5.253 1.410 -2.770
H -3.767 1.600 -0.815
H -1.544 2.336 1.684
H -2.588 4.157 2.937
H -4.908 3.938 3.778
H -6.167 1.844 3.349
H -5.110 0.000 2.113


Entry 3:
84
Properties=species:S:1:pos:R:3 method="wB97M-V/def2-TZVPD" homo_energy_ha=-0.15552 lumo_energy_ev=1.998 spin_multiplicity=1 homo_lumo_gap_ev=6.23 de_lowest_kcal_mol=13.3 charge=-1
Na 0.846 0.698 1.060
Cl -3.452 -2.083 4.754
C -2.065 -1.116 4.284
C -2.059 0.254 4.578
C -0.993 1.028 4.210
C 0.132 0.494 3.503
O 1.071 1.255 3.079
C 0.106 -0.920 3.267
C 1.239 -1.561 2.623
N 1.219 -2.797 2.286
C 2.313 -3.449 1.733
C 2.439 -4.791 2.031
C 3.493 -5.578 1.536
C 4.432 -5.035 0.707
C 4.333 -3.671 0.346
C 5.271 -3.061 -0.518
C 5.137 -1.745 -0.838
C 4.043 -1.032 -0.299
N 3.155 -1.556 0.500
C 3.281 -2.865 0.847
C -1.003 -1.692 3.646
H -2.910 0.692 5.086
H -0.986 2.093 4.410
H 2.131 -0.944 2.501
H 1.684 -5.224 2.674
H 3.549 -6.622 1.818
H 5.251 -5.626 0.315
H 6.086 -3.658 -0.914
H 5.836 -1.244 -1.495
H 3.897 0.010 -0.557
H -0.994 -2.751 3.421
N 1.128 2.421 -2.913
C 0.962 1.216 -2.352
N 1.654 1.151 -1.238
C 2.223 2.383 -1.158
N 1.930 3.194 -2.155
C 3.031 2.787 0.007
C 3.667 4.025 0.075
N 4.352 4.397 1.148
C 4.381 3.533 2.161
C 3.740 2.305 2.103
N 3.080 1.922 1.018
H 0.654 2.810 -3.710
H 0.325 0.444 -2.760
H 3.606 4.717 -0.756
H 4.923 3.829 3.051
H 3.726 1.625 2.945
C -5.025 0.117 -0.955
C -3.857 0.001 0.023
C -4.060 0.972 1.190
C -3.792 -1.427 0.576
Si -2.166 0.385 -0.761
O -0.961 0.183 0.226
C -1.919 -0.781 -2.261
C -1.193 -1.947 -1.983
C -0.870 -2.862 -2.977
C -1.258 -2.629 -4.290
C -1.968 -1.478 -4.596
C -2.292 -0.571 -3.591
C -2.220 2.178 -1.438
C -3.070 2.671 -2.434
C -2.993 3.984 -2.881
C -2.062 4.855 -2.330
C -1.225 4.402 -1.319
C -1.311 3.086 -0.885
H -5.964 -0.171 -0.462
H -4.896 -0.537 -1.823
H -5.152 1.142 -1.315
H -4.989 0.735 1.726
H -4.129 2.009 0.846
H -3.235 0.905 1.903
H -4.710 -1.660 1.133
H -2.946 -1.546 1.257
H -3.694 -2.166 -0.225
H -0.851 -2.115 -0.966
H -0.304 -3.752 -2.726
H -1.002 -3.337 -5.070
H -2.270 -1.282 -5.619
H -2.835 0.325 -3.866
H -3.824 2.025 -2.870
H -3.667 4.332 -3.657
H -1.999 5.880 -2.675
H -0.500 5.073 -0.872
H -0.657 2.740 -0.092


Entry 4:
96
Properties=species:S:1:pos:R:3 method="wB97M-V/def2-TZVPD" homo_energy_ha=-0.35167 lumo_energy_ev=-2.116 smiles="NC[C@@H](C[SH](=O)=O)OCCOCS(=O)(=O)C(F)(F)C(F)(F)F.O=C1C=CC(=O)C=C1.O=C1C=CC(=O)C=C1.O=C1C=CC(=O)C=C1.O=C1C=CC(=O)C=C1.O=C1C=CC(=O)C=C1" spin_multiplicity=1 homo_lumo_gap_ev=7.45
N 3.838 -2.392 0.597
C 3.851 -0.992 0.023
C 2.606 -0.055 0.630
C 2.928 0.299 2.200
S 3.847 1.905 2.482
O 5.343 1.707 2.091
O 3.185 3.163 1.870
O 2.516 1.108 -0.266
C 1.403 1.003 -1.220
C 0.365 2.245 -0.893
O -0.899 1.808 -0.275
C -0.680 0.879 0.845
S -2.247 0.997 1.930
O -2.063 0.350 3.331
O -2.478 2.537 2.182
C -3.749 0.307 1.050
F -3.711 0.796 -0.358
F -4.968 0.825 1.756
C -3.791 -1.355 0.996
F -4.601 -1.718 -0.214
F -4.379 -1.948 2.248
F -2.456 -1.969 0.804
H 2.984 -2.413 1.228
H 3.629 -3.118 -0.130
H 3.727 -1.094 -1.159
H 4.885 -0.423 0.203
H 1.665 -0.758 0.627
H 3.636 -0.573 2.602
H 1.929 0.212 2.840
H 3.852 2.116 3.898
H 1.868 1.206 -2.298
H 0.894 -0.049 -1.284
H 0.964 2.991 -0.183
H 0.173 2.815 -1.921
H 0.214 1.162 1.546
H -0.592 -0.217 0.412
C 5.298 -7.970 -1.813
C 4.180 -7.238 -1.801
C 4.132 -5.924 -1.129
O 3.108 -5.254 -1.115
C 5.366 -5.451 -0.472
C 6.484 -6.183 -0.484
C 6.533 -7.496 -1.157
O 7.557 -8.166 -1.170
H 5.351 -8.935 -2.301
H 3.266 -7.571 -2.279
H 5.314 -4.485 0.016
H 7.398 -5.850 -0.007
C -4.269 -4.996 1.194
C -5.549 -4.887 1.566
C -6.541 -5.918 1.206
O -7.713 -5.818 1.544
C -6.066 -7.075 0.421
C -4.787 -7.184 0.049
C -3.794 -6.152 0.409
O -2.623 -6.252 0.071
H -3.529 -4.248 1.449
H -5.913 -4.045 2.143
H -6.807 -7.823 0.165
H -4.423 -8.025 -0.528
C -2.103 4.067 -5.094
C -3.340 4.029 -5.600
C -4.441 3.357 -4.881
O -5.572 3.320 -5.344
C -4.123 2.732 -3.582
C -2.886 2.771 -3.076
C -1.785 3.442 -3.795
O -0.653 3.480 -3.332
H -1.284 4.555 -5.608
H -3.589 4.483 -6.551
H -4.941 2.244 -3.067
H -2.636 2.316 -2.125
C -0.406 7.564 -4.219
C 0.609 8.392 -3.951
C 0.677 9.739 -4.551
O 1.606 10.497 -4.308
C -0.420 10.136 -5.457
C -1.434 9.308 -5.724
C -1.502 7.961 -5.125
O -2.431 7.203 -5.368
H -0.471 6.572 -3.788
H 1.420 8.115 -3.289
H -0.355 11.127 -5.888
H -2.246 9.584 -6.387
C 2.241 -0.755 8.264
C 2.800 -0.245 7.163
C 1.987 0.097 5.979
O 2.498 0.562 4.969
C 0.533 -0.146 6.060
C -0.026 -0.656 7.162
C 0.787 -0.997 8.346
O 0.276 -1.462 9.355
H 2.823 -1.012 9.141
H 3.865 -0.060 7.088
H -0.049 0.111 5.183
H -1.091 -0.840 7.237


Entry 5:
80
Properties=species:S:1:pos:R:3 method="wB97M-V/def2-TZVPD" homo_energy_ha="-0.47785 / -0.47782" lumo_energy_ev="-6.754 / -6.754" spin_multiplicity=1 homo_lumo_gap_ev="6.25 / 6.25" de_lowest_kcal_mol=0.5 charge=+2
Pt 0.077 -0.162 1.132
O 3.448 -0.756 0.259
S 2.089 -0.376 -0.138
C 1.659 -1.264 -1.665
C 2.528 -1.394 -2.726
C 2.122 -2.091 -3.859
C 0.858 -2.650 -3.922
C -0.011 -2.540 -2.845
C 0.388 -1.849 -1.706
P -0.651 -1.804 -0.217
C -0.033 -3.108 0.867
C 0.952 -4.010 0.474
C 1.411 -4.954 1.381
C 0.900 -4.991 2.671
C -0.081 -4.090 3.066
C -0.554 -3.149 2.168
C -2.346 -2.176 -0.638
C -2.931 -3.390 -0.269
C -4.245 -3.642 -0.611
C -4.982 -2.698 -1.313
C -4.400 -1.493 -1.680
C -3.087 -1.227 -1.341
C 2.158 1.302 -0.841
C 3.353 1.712 -1.390
C 3.439 2.950 -2.014
C 2.320 3.761 -2.094
C 1.125 3.358 -1.517
C 1.019 2.133 -0.865
P -0.577 1.749 -0.003
C -1.776 2.090 -1.326
C -2.939 2.820 -1.111
C -3.790 3.089 -2.171
C -3.483 2.641 -3.447
C -2.312 1.927 -3.671
C -1.458 1.652 -2.619
C -0.795 2.978 1.301
C 0.137 3.972 1.580
C -0.054 4.803 2.669
C -1.166 4.649 3.484
C -2.094 3.653 3.213
C -1.907 2.811 2.132
H 3.520 -0.959 -2.674
H 2.796 -2.192 -4.699
H 0.546 -3.182 -4.810
H -0.994 -2.991 -2.881
H 1.356 -3.980 -0.528
H 2.166 -5.665 1.074
H 1.257 -5.735 3.370
H -0.497 -4.138 4.064
H -1.343 -2.461 2.462
H -2.366 -4.139 0.269
H -4.698 -4.583 -0.329
H -6.010 -2.901 -1.577
H -4.968 -0.753 -2.227
H -2.642 -0.277 -1.614
H 4.218 1.062 -1.314
H 4.376 3.277 -2.443
H 2.381 4.715 -2.599
H 0.258 4.006 -1.565
H -3.176 3.197 -0.125
H -4.691 3.661 -1.998
H -4.149 2.859 -4.270
H -2.061 1.592 -4.668
H -0.537 1.099 -2.803
H 1.008 4.107 0.950
H 0.669 5.579 2.878
H -1.307 5.303 4.333
H -2.957 3.526 3.851
H -2.610 2.006 1.946
C 4.648 0.201 3.416
N 3.269 0.661 3.356
C 2.238 -0.153 3.368
N 2.392 -1.460 3.516
S 0.629 0.507 3.274
H 5.317 1.054 3.374
H 4.844 -0.442 2.559
H 4.847 -0.332 4.348
H 3.072 1.647 3.313
H 3.304 -1.894 3.533
H 1.582 -2.057 3.473


Entry 6:
78
Properties=species:S:1:pos:R:3 method="wB97M-V/def2-TZVPD" homo_energy_ha=-0.52337 lumo_energy_ev=-7.371 spin_multiplicity=1 homo_lumo_gap_ev=6.87 charge=+2
Ta 0.279 0.713 -0.559
N 3.116 0.072 9.260
C 2.829 0.177 8.154
C 2.468 0.310 6.761
C 1.636 -0.637 6.168
C 1.305 -0.516 4.830
C 1.780 0.564 4.089
C 2.608 1.511 4.687
C 2.959 1.379 6.019
C 1.416 0.682 2.652
C 0.664 1.809 2.275
C 0.259 2.874 3.090
C -0.331 3.845 2.287
C -0.309 3.358 0.994
N 0.258 2.120 0.953
C 1.907 -0.327 1.800
C 2.846 -1.313 2.126
C 3.185 -2.005 0.966
C 2.474 -1.425 -0.066
N 1.686 -0.417 0.402
H 1.259 -1.462 6.756
H 0.661 -1.252 4.365
H 3.000 2.337 4.106
H 3.616 2.100 6.487
H 0.404 2.927 4.157
H -0.731 4.796 2.599
H -0.690 3.826 0.098
H 3.253 -1.474 3.112
H 3.885 -2.820 0.873
H 2.473 -1.687 -1.114
C -5.221 0.357 1.248
C -4.370 1.338 0.758
C -3.299 0.970 -0.042
C -3.076 -0.373 -0.349
C -3.936 -1.354 0.145
C -5.007 -0.984 0.941
P -1.694 -0.744 -1.426
C -2.157 -0.807 -3.144
C -1.520 0.000 -4.083
C -1.901 -0.068 -5.416
C -2.913 -0.935 -5.800
C -3.552 -1.739 -4.861
C -3.178 -1.678 -3.530
C -0.980 -2.326 -0.961
C -0.855 -2.669 0.391
C -0.178 -3.823 0.745
C 0.380 -4.632 -0.241
C 0.261 -4.291 -1.582
C -0.415 -3.134 -1.947
H -6.061 0.637 1.870
H -4.546 2.380 0.990
H -2.666 1.748 -0.465
H -3.769 -2.400 -0.082
H -5.680 -1.741 1.323
H -0.735 0.678 -3.776
H -1.411 0.555 -6.153
H -3.212 -0.984 -6.839
H -4.342 -2.412 -5.167
H -3.680 -2.306 -2.801
H -1.309 -2.054 1.162
H -0.096 -4.104 1.787
H 0.900 -5.539 0.038
H 0.682 -4.932 -2.345
H -0.516 -2.870 -2.993
C 1.084 2.974 -3.852
C 1.904 1.997 -3.015
C 2.483 0.882 -3.880
C 3.003 2.723 -2.249
N 1.001 1.377 -2.020
H 1.738 3.480 -4.563
H 0.616 3.734 -3.224
H 0.305 2.460 -4.418
H 3.178 1.308 -4.604
H 1.697 0.358 -4.427
H 3.032 0.160 -3.271
H 3.703 3.170 -2.956
H 3.557 2.032 -1.612
H 2.587 3.520 -1.630